# C2H8NO

A 2-piece molecular cluster, C2H8NO overall in a non-equilibrium geometry (wB97M-V/def2-TZVPD, the OMol25 dataset).

Last column: natural (NBO) charge in e.
Element x y z (Å)
O (1.44726, -0.55081, -0.40494)  -0.803
C (1.42404, 0.33373, 0.49198)  0.036
C (0.16138, 0.96533, 1.04463)  -0.698
H (2.37020, 0.59543, 1.01213)  0.104
H (0.27125, 2.07294, 0.84626)  0.209
H (0.10207, 0.82610, 2.15072)  0.198
H (-0.79585, 0.65556, 0.63746)  0.142
N (-1.01239, -0.98196, -1.19116)  -0.922
H (-1.23851, -0.07814, -1.55642)  0.425
H (0.01963, -0.96179, -0.87431)  0.468
H (-1.53959, -1.13280, -0.31453)  0.424
H (-1.20948, -1.74359, -1.84183)  0.418

Cartesian forces (eV/Å) of the 3 atoms listed first:
-1.3 -3.0 -2.8
0.3 2.2 2.3
1.2 1.3 0.7

Output
- M: 62.092 g mol⁻¹
- Calculated total energy: -5737.9872 eV
- Net charge: 0
- Multiplicity: 2
- Kohn-Sham gap (spin up / spin down): 3.7 / 7.8 eV